[1]
{"formula": "C4H4BrClO", "method": "ωB97M-V/def2-TZVPD", "symbols": ["Br", "Cl", "O", "C", "C", "C", "C", "H", "H", "H", "H"], "coordinates": [[2.697, -0.136, -0.091], [0.795, -1.483, 2.724], [-0.834, 0.277, 1.869], [0.056, 0.543, -1.125], [0.838, -0.463, -0.413], [0.060, -0.455, 1.639], [-1.266, 0.592, -0.925], [-1.727, -0.224, -0.290], [0.675, -1.490, -0.513], [-1.845, 1.408, -1.253], [0.553, 1.431, -1.621]], "mulliken_charge": [-0.100, -0.104, -0.357, 0.258, -0.597, 0.413, -0.757, 0.207, 0.491, 0.292, 0.253], "homo_lumo_gap_ev": [8.6566, 8.6575], "e_above_lowest_kcal_mol": 38.9, "spin_multiplicity": 1, "e_tot_ev": -88822.3169, "fmax_ev_per_a": 4.021, "total_charge": 0, "e_homo_ev": [-8.796, -8.797]}

=====

[2]
{"formula": "C35H44ClCrN8O8S", "method": "ωB97M-V/def2-TZVPD", "symbols": ["Cr", "Cl", "S", "O", "O", "O", "O", "O", "O", "O", "O", "N", "N", "N", "N", "N", "N", "N", "N", "C", "C", "C", "C", "C", "C", "C", "C", "C", "C", "C", "C", "C", "C", "C", "C", "C", "C", "C", "C", "C", "C", "C", "C", "C", "C", "C", "C", "C", "C", "C", "C", "C", "C", "C", "H", "H", "H", "H", "H", "H", "H", "H", "H", "H", "H", "H", "H", "H", "H", "H", "H", "H", "H", "H", "H", "H", "H", "H", "H", "H", "H", "H", "H", "H", "H", "H", "H", "H", "H", "H", "H", "H", "H", "H", "H", "H", "H", "H"], "coordinates": [[14.249, 15.536, 10.957], [11.770, 14.097, 16.635], [10.800, 17.309, 10.153], [14.282, 14.850, 6.908], [15.868, 14.300, 8.261], [14.089, 17.042, 14.589], [15.670, 10.429, 13.936], [15.057, 19.504, 10.804], [9.975, 16.188, 9.596], [13.966, 15.204, 8.997], [14.624, 15.752, 12.822], [12.294, 14.825, 11.150], [14.733, 14.767, 8.029], [10.170, 13.579, 11.278], [13.999, 17.483, 11.063], [15.272, 11.406, 10.697], [16.163, 11.840, 11.610], [14.906, 13.550, 11.161], [16.168, 16.269, 10.342], [13.685, 12.195, 16.938], [7.555, 19.736, 10.248], [14.097, 16.831, 13.396], [13.218, 19.691, 7.934], [17.749, 11.638, 14.438], [12.354, 19.265, 8.928], [14.965, 11.709, 16.756], [14.541, 12.464, 10.439], [11.254, 14.295, 11.191], [17.315, 11.907, 15.886], [11.674, 18.052, 8.777], [12.671, 17.747, 6.630], [19.029, 9.033, 13.111], [8.420, 18.708, 9.883], [7.925, 20.708, 11.168], [10.035, 19.578, 11.428], [13.470, 17.797, 12.385], [14.301, 14.245, 15.791], [17.761, 8.771, 15.219], [9.179, 20.631, 11.765], [9.658, 18.637, 10.489], [15.927, 12.471, 16.107], [15.908, 17.547, 9.649], [17.175, 10.931, 12.105], [15.582, 13.749, 15.644], [15.942, 13.119, 11.875], [11.818, 17.287, 7.623], [13.394, 18.920, 6.797], [17.054, 10.552, 13.596], [10.248, 12.133, 11.081], [8.876, 14.045, 11.773], [17.647, 9.122, 13.740], [16.720, 8.074, 13.122], [13.365, 13.450, 16.435], [14.963, 18.318, 10.589], [18.089, 7.725, 15.315], [11.285, 16.351, 7.546], [8.125, 17.977, 9.151], [13.761, 12.455, 9.706], [14.132, 19.199, 6.046], [16.589, 15.591, 9.716], [15.234, 11.284, 13.878], [12.810, 17.134, 5.756], [18.044, 12.603, 16.284], [16.782, 16.433, 11.128], [10.999, 19.555, 11.925], [17.627, 12.590, 13.916], [9.638, 11.858, 10.211], [16.510, 13.695, 12.586], [12.406, 17.643, 12.475], [17.399, 11.000, 16.480], [6.574, 19.806, 9.816], [17.079, 10.054, 11.481], [16.324, 14.379, 15.180], [11.289, 11.802, 10.935], [8.832, 15.127, 11.826], [18.542, 9.347, 15.729], [8.635, 13.586, 12.739], [8.115, 13.698, 11.060], [9.512, 21.359, 12.472], [15.189, 10.729, 17.144], [17.230, 7.102, 13.177], [18.975, 9.033, 12.016], [15.768, 7.992, 13.624], [12.914, 11.607, 17.438], [7.245, 21.520, 11.397], [16.510, 8.260, 12.068], [15.379, 17.373, 8.719], [18.168, 11.332, 11.910], [19.514, 8.110, 13.443], [13.735, 20.638, 8.039], [18.809, 11.412, 14.444], [14.072, 15.244, 15.422], [16.808, 8.911, 15.742], [9.835, 11.616, 11.954], [19.688, 9.849, 13.456], [13.723, 18.811, 12.698], [12.264, 19.877, 9.798], [16.796, 18.132, 9.476]], "lowdin_spin": [2.878, 0.000, 0.000, 0.005, 0.005, 0.009, 0.000, 0.016, 0.001, 0.022, 0.014, -0.004, 0.004, 0.009, -0.008, 0.001, 0.003, 0.000, -0.020, 0.000, 0.000, 0.008, 0.000, 0.000, 0.000, 0.000, 0.005, 0.021, 0.000, 0.000, 0.000, 0.000, 0.000, 0.000, 0.000, 0.005, 0.000, 0.000, 0.000, 0.000, 0.000, 0.002, 0.000, 0.000, 0.006, 0.000, 0.000, 0.000, 0.002, 0.001, 0.000, 0.000, 0.000, 0.009, 0.000, 0.000, 0.000, 0.000, 0.000, 0.001, 0.000, 0.000, 0.000, 0.002, 0.000, 0.000, 0.000, 0.000, 0.000, 0.000, 0.000, 0.000, 0.000, 0.000, 0.000, 0.000, 0.000, 0.000, 0.000, 0.000, 0.000, 0.000, 0.000, 0.000, 0.000, 0.000, 0.000, 0.000, 0.000, 0.000, 0.000, 0.000, 0.000, 0.000, 0.000, 0.000, 0.000, -0.001], "homo_lumo_gap_ev": [8.3500, 8.6551], "e_above_lowest_kcal_mol": 0.0, "spin_multiplicity": 4, "e_tot_ev": -117088.5012, "fmax_ev_per_a": 1.401, "s_squared": 3.776, "total_charge": 0, "e_homo_ev": [-8.244, -8.574]}

=====

[3]
{"formula": "C9H11N3", "method": "ωB97M-V/def2-TZVPD", "symbols": ["N", "N", "N", "C", "C", "C", "C", "C", "C", "C", "C", "C", "H", "H", "H", "H", "H", "H", "H", "H", "H", "H", "H"], "coordinates": [[1.222, -0.479, -0.867], [2.338, -0.769, -0.439], [0.187, 1.666, -1.576], [0.772, 0.922, -0.579], [-2.375, -0.494, 0.838], [-2.391, -0.043, 2.154], [-1.455, 0.924, 2.569], [-1.315, -0.235, -0.011], [-0.296, 0.741, 0.476], [-0.337, 1.174, 1.771], [-0.077, 1.313, -2.749], [2.692, -2.154, -0.637], [0.208, 0.383, -3.192], [-3.146, -0.474, 2.778], [-0.451, 1.857, -3.547], [2.172, -2.518, -1.512], [2.240, -2.473, 0.317], [-1.519, 1.376, 3.493], [-3.061, -1.356, 0.586], [0.363, 1.968, 1.973], [3.833, -2.324, -0.669], [-1.261, -0.455, -1.014], [1.658, 1.449, -0.162]], "mulliken_charge": [0.306, -0.671, -0.471, 0.012, -0.510, -0.366, -0.558, -0.443, 0.380, -0.467, -0.338, -0.635, 0.235, 0.377, 0.305, 0.311, 0.280, 0.444, 0.253, 0.300, 0.225, 0.439, 0.592], "homo_lumo_gap_ev": 9.5621, "e_above_lowest_kcal_mol": 98.3, "spin_multiplicity": 1, "smiles": "C=N[C@H](/N=N/C)c1ccccc1", "e_tot_ev": -13978.0375, "fmax_ev_per_a": 5.322, "total_charge": 0, "e_homo_ev": -8.700}